[1]
This record from OMol25 describes C23H32N4O3PRuS5 as an isolated structure. The level of theory is ωB97M-V/def2-TZVPD.

```
! wB97M-V def2-TZVPD RIJCOSX def2/J DEFGRID3
* xyz 0 2
Ru 0.0904 -0.4859 -0.5405
C 2.7074 0.7122 -2.1051
C 1.9287 1.0489 -0.8669
N 2.0557 0.2233 0.1407
N 1.9673 0.7421 1.4263
C 1.2053 0.1010 2.2256
S 0.0823 -1.1288 1.6882
S 1.2199 0.3895 3.9554
C 2.7196 1.3957 4.1750
C 2.4656 2.8749 4.2662
C 2.7526 3.5531 5.4444
C 2.5335 4.9201 5.5492
C 2.0203 5.6217 4.4710
C 1.7283 4.9500 3.2903
C 1.9486 3.5865 3.1855
C 1.3005 2.3715 -0.7156
C 1.9197 3.5580 -1.0975
C 1.2980 4.7745 -0.8804
C 0.0345 4.7942 -0.2884
C -0.6028 3.6266 0.0785
C 0.0141 2.3862 -0.1467
O -0.6204 1.2681 0.1406
H 3.6301 1.3000 -2.0830
H 2.1765 0.9672 -3.0195
H 2.9804 -0.3416 -2.0998
H 3.3769 1.1546 3.3407
H 3.1773 1.0363 5.0962
H 3.1511 3.0061 6.2912
H 2.7620 5.4331 6.4748
H 1.8456 6.6870 4.5490
H 1.3243 5.4862 2.4422
H 1.7178 3.0679 2.2630
H 2.9046 3.5270 -1.5474
H 1.7868 5.6962 -1.1641
H -0.4620 5.7424 -0.1193
H -1.5862 3.6342 0.5306
C -5.1099 1.4405 -3.3433
C -3.6707 1.2259 -2.9502
O -3.3116 -0.1360 -3.3075
P -2.0458 -0.7857 -2.6069
S -0.3976 0.2919 -2.8669
S -2.2574 -1.0896 -0.6503
O -2.0044 -2.2065 -3.3418
C -1.5917 -2.3037 -4.7287
C -1.1966 -3.7363 -4.9945
H -5.3980 2.4676 -3.1204
H -5.7659 0.7689 -2.7909
H -5.2483 1.2669 -4.4100
H -3.5189 1.3575 -1.8766
H -2.9940 1.8973 -3.4792
H -0.7503 -1.6270 -4.8860
H -2.4287 -1.9864 -5.3524
H -0.3480 -4.0160 -4.3686
H -0.9034 -3.8517 -6.0376
H -2.0291 -4.4127 -4.7967
C -2.0361 -4.9609 -0.1017
N -1.0527 -4.1528 -0.8068
C 0.1385 -3.7290 -0.4178
S 0.9503 -2.5489 -1.4185
N 0.7813 -4.1409 0.6678
C 0.3005 -4.9239 1.7982
H -2.9733 -4.8605 -0.6432
H -2.1978 -4.6018 0.9119
H -1.7596 -6.0145 -0.0875
H -1.4031 -3.6317 -1.5996
H 1.6038 -3.5793 0.8440
H -0.1202 -5.8707 1.4729
H -0.4261 -4.3698 2.3920
H 1.1597 -5.1380 2.4282
*
```

## Properties
Orbital gap (spin up / spin down) in eV: 7.7 / 6.6
Highest occupied orbital energy (spin up / spin down) in eV: -7.5 / -7.3

From a Mulliken analysis of the wavefunction, the atomic charges in e read: number 1, Ru, carries 0.646; number 2, C, carries -1.614; number 3, C, carries 0.721; number 4, N, carries -1.315; number 5, N, carries 0.187; number 6, C, carries 0.457; number 7, S, carries -0.377; number 8, S, carries -0.145; number 9, C, carries -0.840; number 10, C, carries 0.174; number 11, C, carries -0.606; number 12, C, carries -0.565; number 13, C, carries -0.549; number 14, C, carries -0.468; number 15, C, carries 0.492; number 16, C, carries 0.943; number 17, C, carries -0.887; number 18, C, carries -0.758; number 19, C, carries -0.637; number 20, C, carries -0.658; number 21, C, carries 1.152; number 22, O, carries -0.786; number 23, H, carries 0.460; number 24, H, carries 0.333; number 25, H, carries 0.315; number 26, H, carries 0.349; number 27, H, carries 0.446; number 28, H, carries 0.305; number 29, H, carries 0.363; number 30, H, carries 0.383; number 31, H, carries 0.388; number 32, H, carries 0.247; number 33, H, carries 0.344; number 34, H, carries 0.402; number 35, H, carries 0.437; number 36, H, carries 0.480; number 37, C, carries -1.381; number 38, C, carries -0.148; number 39, O, carries -0.289; number 40, P, carries 1.126; number 41, S, carries -0.623; number 42, S, carries -0.491; number 43, O, carries -0.303; number 44, C, carries -0.215; number 45, C, carries -1.203; number 46, H, carries 0.402; number 47, H, carries 0.323; number 48, H, carries 0.315; number 49, H, carries 0.325; number 50, H, carries 0.319; number 51, H, carries 0.366; number 52, H, carries 0.244; number 53, H, carries 0.243; number 54, H, carries 0.420; number 55, H, carries 0.294; number 56, C, carries -1.131; number 57, N, carries -0.061; number 58, C, carries 0.655; number 59, S, carries -0.400; number 60, N, carries -0.143; number 61, C, carries -1.017; number 62, H, carries 0.354; number 63, H, carries 0.365; number 64, H, carries 0.351; number 65, H, carries 0.153; number 66, H, carries 0.324; number 67, H, carries 0.329; number 68, H, carries 0.319; number 69, H, carries 0.359



[2]
This record from OMol25 describes one molecule with the formula C23H32N4O3S in a non-equilibrium geometry. The level of theory is ωB97M-V/def2-TZVPD.

```
! wB97M-V def2-TZVPD RIJCOSX def2/J DEFGRID3
* xyz 0 1
C 4.9028 0.7290 0.6279
H 5.1062 1.7484 0.3122
H 5.4656 0.0526 -0.0077
H 5.2480 0.6030 1.6509
C 3.3981 0.4644 0.5531
N 2.8712 0.9111 -0.7336
C 3.2206 0.0130 -1.8179
C 2.7820 -1.4354 -1.5790
C 3.4200 -1.9373 -0.2878
C 3.0509 -1.0039 0.8621
H 3.5629 -1.3069 1.7768
H 1.9756 -1.0783 1.0450
H 4.5046 -1.9715 -0.4092
H 3.0821 -2.9519 -0.0645
H 3.0835 -2.0568 -2.4242
H 1.6929 -1.4810 -1.4951
H 2.7785 0.3990 -2.7398
H 4.3070 0.0442 -1.9359
C 1.4737 1.2869 -0.6937
H 0.8523 0.6103 -0.0849
C 1.3088 2.7173 -0.1476
N -0.0526 3.1763 -0.3022
C -1.0077 2.8568 0.6041
O -0.7308 2.3729 1.6816
C -2.4373 3.2100 0.1779
C -2.7889 2.6738 -1.2149
C -2.7209 1.1492 -1.2045
N -3.6509 0.6401 -0.2292
S -4.0373 -0.9574 -0.4588
O -4.5764 -1.0483 -1.7885
O -4.8555 -1.3970 0.6268
C -2.4872 -1.8931 -0.5087
C -2.1346 -2.4700 -1.6956
C -0.9722 -3.2505 -1.7977
C -0.1875 -3.4594 -0.6968
C -0.5243 -2.8773 0.5417
C 0.2426 -3.0553 1.7132
C -0.1466 -2.4379 2.8703
C -1.2993 -1.6316 2.8455
N -2.0350 -1.4505 1.7859
C -1.6892 -2.0602 0.6400
H -1.6236 -1.1077 3.7346
H 0.4148 -2.5503 3.7846
H 1.1276 -3.6756 1.6759
H 0.6990 -4.0747 -0.7576
H -0.7127 -3.6935 -2.7472
H -2.7810 -2.3222 -2.5464
C -3.4194 1.1014 1.1228
C -3.4454 2.6277 1.1753
H -4.4436 2.9916 0.9300
H -3.1885 2.9427 2.1865
H -4.2080 0.6671 1.7358
H -2.4542 0.7469 1.4989
H -3.0201 0.7362 -2.1696
H -1.6901 0.8234 -0.9804
H -2.1341 3.0685 -1.9940
H -3.8104 2.9722 -1.4552
H -2.5108 4.3043 0.1790
H -0.3233 3.5066 -1.2135
H 1.9833 3.3908 -0.6780
H 1.5383 2.7435 0.9187
H 1.0823 1.2674 -1.7157
H 2.9240 1.0870 1.3185
*
```

## Properties
Orbital gap in eV: 8.1
Highest occupied orbital energy in eV: -8.4

From a Mulliken analysis of the wavefunction, the atomic charges in e read: number 1, C, carries -1.895; number 2, H, carries 0.389; number 3, H, carries 0.337; number 4, H, carries 0.447; number 5, C, carries -0.031; number 6, N, carries 0.340; number 7, C, carries -1.330; number 8, C, carries -0.051; number 9, C, carries -0.897; number 10, C, carries -0.118; number 11, H, carries 0.466; number 12, H, carries -0.225; number 13, H, carries 0.442; number 14, H, carries 0.392; number 15, H, carries 0.461; number 16, H, carries -0.027; number 17, H, carries 0.544; number 18, H, carries 0.394; number 19, C, carries 0.112; number 20, H, carries -0.259; number 21, C, carries -1.139; number 22, N, carries 0.024; number 23, C, carries 0.153; number 24, O, carries -0.692; number 25, C, carries 0.278; number 26, C, carries -1.687; number 27, C, carries -0.233; number 28, N, carries -0.057; number 29, S, carries 1.477; number 30, O, carries -0.788; number 31, O, carries -0.741; number 32, C, carries -0.087; number 33, C, carries -0.183; number 34, C, carries -0.818; number 35, C, carries -0.718; number 36, C, carries 1.066; number 37, C, carries -0.574; number 38, C, carries -0.703; number 39, C, carries -0.322; number 40, N, carries -0.455; number 41, C, carries -0.068; number 42, H, carries 0.470; number 43, H, carries 0.401; number 44, H, carries 0.423; number 45, H, carries 0.416; number 46, H, carries 0.436; number 47, H, carries 0.579; number 48, C, carries -0.170; number 49, C, carries -1.385; number 50, H, carries 0.437; number 51, H, carries 0.436; number 52, H, carries 0.630; number 53, H, carries -0.016; number 54, H, carries 0.700; number 55, H, carries 0.098; number 56, H, carries 0.546; number 57, H, carries 0.497; number 58, H, carries 0.363; number 59, H, carries 0.332; number 60, H, carries 0.331; number 61, H, carries 0.290; number 62, H, carries 0.378; number 63, H, carries 0.586



[3]
This record from OMol25 describes C23H32N5O2SSeTi as an isolated structure in a non-equilibrium geometry. The level of theory is ωB97M-V/def2-TZVPD.

```
! wB97M-V def2-TZVPD RIJCOSX def2/J DEFGRID3
* xyz 0 2
Ti 0.4106 -0.7798 -0.3951
C 2.8775 -2.6909 -0.0039
C 3.3631 -1.2382 0.0532
N 2.5846 -0.3461 -0.8130
C 2.9129 -0.3257 -2.2364
C 2.3056 -1.5362 -2.9501
N 0.9288 -1.7953 -2.4964
C 0.5772 -3.2200 -2.4003
C 0.9065 -3.8219 -1.0030
N 1.4108 -2.8165 -0.0631
H 3.2779 -3.2300 0.8587
H 3.2891 -3.1769 -0.8889
H 4.4258 -1.2228 -0.2234
H 3.2529 -0.8530 1.0652
H 2.6409 0.5898 -0.4229
H 3.9966 -0.3130 -2.4101
H 2.4911 0.5922 -2.6496
H 2.9032 -2.4207 -2.7342
H 2.3430 -1.3883 -4.0330
H 0.2764 -1.3252 -3.1144
H 1.0995 -3.7911 -3.1750
H -0.4929 -3.3092 -2.5793
H 1.6267 -4.6387 -1.1165
H -0.0095 -4.2353 -0.5881
H 1.0335 -2.9509 0.8662
Se -1.9346 -2.0270 -0.0727
C -3.1274 -1.5247 -1.4641
C -4.4416 -1.9992 -1.4834
C -5.2918 -1.6290 -2.5103
N -4.9505 -0.8271 -3.5214
C -3.7008 -0.3695 -3.4985
C -2.7712 -0.6785 -2.5179
H -4.7941 -2.6537 -0.6969
H -6.3124 -1.9988 -2.5227
H -3.4198 0.2882 -4.3169
H -1.7812 -0.2400 -2.5614
C 1.5870 3.7972 1.6139
S 1.4742 1.9847 1.4650
O 0.7006 -0.3139 1.1445
C 1.2307 1.7028 3.2066
C 2.3184 1.4967 4.0461
C 2.1332 1.3429 5.4133
C 0.8562 1.3918 5.9530
C -0.2349 1.5828 5.1158
C -0.0473 1.7320 3.7500
H 2.4598 4.1378 2.1726
H 0.6854 4.1733 2.0966
H 1.6442 4.2034 0.6023
H 3.3137 1.4655 3.6200
H 2.9895 1.1870 6.0573
H 0.7107 1.2780 7.0194
H -1.2359 1.6142 5.5277
H -0.8967 1.8736 3.0948
O -0.2901 1.0331 -1.2249
N -1.3038 1.7137 -0.7261
C -1.7666 2.7485 -1.4566
C -2.8223 3.5028 -1.0095
C -3.4090 3.1936 0.2124
C -2.8913 2.1514 0.9536
C -1.8144 1.4221 0.4792
H -1.2441 2.9044 -2.3869
H -3.1788 4.3194 -1.6199
H -4.2508 3.7657 0.5770
H -3.3022 1.8837 1.9166
H -1.3218 0.6145 1.0058
*
```

## Properties
Orbital gap (spin up / spin down) in eV: 5.8 / 7.2
Highest occupied orbital energy (spin up / spin down) in eV: -5.5 / -6.9

From a Mulliken analysis of the wavefunction, the atomic charges in e read: number 1, Ti, carries 0.601; number 2, C, carries -0.859; number 3, C, carries -0.576; number 4, N, carries 0.068; number 5, C, carries -0.779; number 6, C, carries -0.875; number 7, N, carries -0.205; number 8, C, carries -0.650; number 9, C, carries -0.893; number 10, N, carries -0.347; number 11, H, carries 0.496; number 12, H, carries 0.284; number 13, H, carries 0.467; number 14, H, carries 0.233; number 15, H, carries 0.105; number 16, H, carries 0.377; number 17, H, carries 0.374; number 18, H, carries 0.321; number 19, H, carries 0.469; number 20, H, carries 0.330; number 21, H, carries 0.399; number 22, H, carries 0.394; number 23, H, carries 0.400; number 24, H, carries 0.456; number 25, H, carries 0.475; number 26, Se, carries -0.113; number 27, C, carries 0.335; number 28, C, carries -0.640; number 29, C, carries -0.345; number 30, N, carries -0.631; number 31, C, carries -0.757; number 32, C, carries 0.174; number 33, H, carries 0.385; number 34, H, carries 0.355; number 35, H, carries 0.340; number 36, H, carries 0.367; number 37, C, carries -1.162; number 38, S, carries 0.380; number 39, O, carries -0.568; number 40, C, carries 0.048; number 41, C, carries -0.471; number 42, C, carries -0.593; number 43, C, carries -0.380; number 44, C, carries -0.676; number 45, C, carries 0.026; number 46, H, carries 0.325; number 47, H, carries 0.331; number 48, H, carries 0.375; number 49, H, carries 0.372; number 50, H, carries 0.379; number 51, H, carries 0.380; number 52, H, carries 0.396; number 53, H, carries 0.225; number 54, O, carries -0.383; number 55, N, carries 0.851; number 56, C, carries -0.290; number 57, C, carries -0.781; number 58, C, carries -0.331; number 59, C, carries -1.264; number 60, C, carries -0.632; number 61, H, carries 0.490; number 62, H, carries 0.439; number 63, H, carries 0.431; number 64, H, carries 0.537; number 65, H, carries 1.008



Calculated relative energy (zero: lowest compared OMol25 entry of this formula, charge and spin) (kcal/mol), listed in the same order as above: 22.4 4.4 3.5
Calculated E (eV), listed in the same order as above: -102524.4355 -47309.3049 -135213.1813